Formula: C10H13Br3O9
Source: the OMol25 dataset
Level of theory: ωB97M-V with the def2-TZVPD basis set

* lowest unoccupied orbital energy: -0.285 eV
* charge: 0
* relative energy (zero: lowest compared OMol25 entry of this formula, charge and spin): 739.7 kJ/mol
* gap between HOMO and LUMO: 8.81 eV
* HOMO: -9.096 eV

The geometry in XYZ format:
```
35
C10H13Br3O9, DFT ωB97M-V with the def2-TZVPD basis set
C -1.092 -0.797 2.300
Br -1.782 0.688 1.192
Br -2.439 -2.182 2.647
Br -0.212 -0.070 3.959
H -0.346 -1.350 1.729
C -0.641 2.112 -0.063
C 0.555 3.064 -0.130
O 0.534 3.608 -1.454
C -0.610 3.114 -2.042
O -0.917 3.266 -3.214
O -1.366 2.547 -1.165
H -1.092 2.296 0.912
H -0.240 1.104 -0.168
H 1.487 2.552 0.113
H 0.511 3.851 0.623
C -1.751 -1.586 -0.357
C -1.495 -3.029 -0.884
O -2.780 -3.515 -0.994
C -3.667 -2.558 -0.980
O -4.882 -2.678 -1.309
O -3.088 -1.399 -0.568
H -1.139 -0.872 -0.909
H -1.567 -1.657 0.715
H -0.873 -3.570 -0.171
H -1.058 -2.919 -1.877
C 3.838 -0.516 0.147
C 3.236 0.732 -0.426
O 1.891 0.650 0.001
C 1.797 -0.219 1.044
O 0.802 -0.405 1.721
O 2.961 -0.807 1.240
H 4.902 -0.443 0.373
H 3.612 -1.372 -0.489
H 3.214 0.738 -1.515
H 3.697 1.625 -0.003
```

Formula: C10H13Br9N2O3
Source: the OMol25 dataset
Level of theory: ωB97M-V with the def2-TZVPD basis set

* lowest unoccupied orbital energy: -0.348 eV
* charge: 0
* gap between HOMO and LUMO: 7.89 eV
* HOMO: -8.235 eV

The geometry in XYZ format:
```
37
C10H13Br9N2O3, DFT ωB97M-V with the def2-TZVPD basis set
C 5.235 -1.359 -2.125
Br 5.155 -0.850 -4.055
Br 6.883 -2.304 -1.813
Br 3.746 -2.628 -1.777
H 5.067 -0.512 -1.461
C -3.034 9.311 -0.563
Br -1.695 8.080 -1.321
Br -3.419 10.813 -1.741
Br -2.314 10.072 1.126
H -3.917 8.690 -0.407
C -4.999 -3.364 -0.102
Br -6.516 -3.783 -1.313
Br -4.209 -5.066 0.664
Br -5.493 -2.251 1.409
H -4.315 -2.933 -0.833
C 0.259 0.667 -1.752
C 0.481 1.897 -1.136
C 0.142 2.226 0.240
C -0.479 1.200 0.965
C -0.797 0.086 0.373
C -0.381 -0.239 -0.894
O -0.686 -1.496 -1.381
O 0.562 3.415 0.753
H 0.501 0.397 -2.770
H 1.095 2.568 -1.719
H -0.754 1.481 1.970
H -1.310 -0.605 1.026
H -0.358 -2.028 -0.653
H 0.287 4.112 0.153
C 1.474 -4.457 2.117
O 0.660 -4.469 1.238
N 2.145 -3.429 2.524
N 1.996 -5.508 2.572
H 2.696 -3.408 3.370
H 1.906 -2.586 2.022
H 1.787 -6.246 1.915
H 2.600 -5.494 3.381
```

Formula: C10H13ClO3SW
Source: the OMol25 dataset
Level of theory: ωB97M-V with the def2-TZVPD basis set

* lowest unoccupied orbital energy (spin up / spin down): -9.685 / -10.887 eV
* charge: +2
* relative energy (zero: lowest compared OMol25 entry of this formula, charge and spin): 0.0 kJ/mol
* gap between HOMO and LUMO (spin up / spin down): 6.95 / 5.71 eV
* 2S+1: 3
* HOMO (spin up / spin down): -16.640 / -16.596 eV

The geometry in XYZ format:
```
29
C10H13ClO3SW, DFT ωB97M-V with the def2-TZVPD basis set
Cl 2.353 0.656 -0.480
C -0.751 2.234 0.370
C -1.841 1.407 -0.076
C -1.579 1.028 -1.428
H -2.763 1.229 0.466
C -0.316 1.589 -1.824
C 0.178 2.334 -0.702
H 1.077 2.957 -0.721
H -0.716 2.778 1.314
H -2.216 0.434 -2.078
C 0.356 1.415 -3.144
W 0.065 0.269 -0.049
C -1.359 -1.233 0.619
C 1.010 -0.143 1.706
O -2.081 -2.001 1.119
O 1.544 -0.479 2.687
H 0.146 0.432 -3.574
H 1.437 1.522 -3.041
H 0.011 2.171 -3.857
C 0.952 -4.303 -1.122
S 0.877 -2.644 -0.412
C 1.312 -3.161 1.287
O 2.019 -2.043 -1.202
H 0.236 -4.941 -0.623
H 1.977 -4.596 -0.958
H 0.747 -4.162 -2.180
H 2.260 -2.716 1.580
H 1.360 -4.250 1.264
H 0.531 -2.855 1.980
```

Formula: C10H13CuN2O7
Source: the OMol25 dataset
Level of theory: ωB97M-V with the def2-TZVPD basis set

* lowest unoccupied orbital energy: 5.385 eV
* charge: -2
* relative energy (zero: lowest compared OMol25 entry of this formula, charge and spin): 7.5 kJ/mol
* gap between HOMO and LUMO: 6.71 eV
* HOMO: -1.320 eV

The geometry in XYZ format:
```
33
C10H13CuN2O7, DFT ωB97M-V with the def2-TZVPD basis set
Cu 1.099 0.551 0.106
C 0.151 -3.045 3.787
C 0.009 -1.767 2.975
C -1.058 -0.855 3.591
O 1.268 -1.106 3.009
C -0.426 -2.070 1.508
O -1.144 -3.054 1.307
O -0.013 -1.243 0.658
H 0.447 -2.796 4.808
H 0.917 -3.683 3.347
H -0.788 -3.595 3.796
H -0.778 -0.608 4.618
H -2.036 -1.341 3.590
H -1.124 0.068 3.015
H 1.366 -0.646 2.152
O -1.909 2.960 -4.913
C -1.430 1.790 -5.026
O -1.469 1.077 -6.031
C -0.785 1.198 -3.792
C -0.236 -0.065 -3.765
N 0.250 -0.263 -2.526
N 0.060 0.795 -1.734
C -0.583 1.695 -2.474
C -0.976 3.002 -1.857
O -1.598 3.842 -2.656
O -0.751 3.240 -0.688
H -1.737 3.453 -3.648
H -0.183 -0.803 -4.544
H 0.694 -1.077 -2.124
C 2.909 1.003 0.780
H 2.866 1.778 1.553
H 3.525 1.403 -0.034
H 3.463 0.160 1.213
```

Formula: C10H13IrNO2
Source: the OMol25 dataset
Level of theory: ωB97M-V with the def2-TZVPD basis set

* lowest unoccupied orbital energy (spin up / spin down): 0.705 / -2.387 eV
* charge: 0
* relative energy (zero: lowest compared OMol25 entry of this formula, charge and spin): 37.5 kJ/mol
* gap between HOMO and LUMO (spin up / spin down): 5.06 / 6.29 eV
* 2S+1: 6
* HOMO (spin up / spin down): -4.360 / -8.678 eV

The geometry in XYZ format:
```
27
C10H13IrNO2, DFT ωB97M-V with the def2-TZVPD basis set
C 0.759 -1.110 -1.740
C -0.600 -1.336 -2.162
C -1.235 -2.216 -1.212
C -0.263 -2.552 -0.206
C 0.969 -1.881 -0.537
Ir -0.570 -0.392 -0.255
C -1.262 1.278 -1.164
C 0.134 1.914 -1.002
C 0.700 2.795 -1.903
N 0.707 1.185 -0.042
H -2.267 -2.557 -1.251
H -1.063 -0.901 -3.040
H -0.418 -3.198 0.653
H 1.900 -1.942 0.020
H 1.497 -0.491 -2.247
H -1.567 1.084 -2.192
H 1.034 1.573 0.853
H -2.005 1.825 -0.565
H 0.085 3.066 -2.753
H 1.721 3.168 -1.758
C -2.691 0.371 3.351
C -1.690 0.500 2.224
O -0.744 1.299 2.232
O -1.961 -0.336 1.226
H -3.467 1.139 3.229
H -2.204 0.540 4.314
H -3.158 -0.621 3.347
```

Formula: C10H13KN3O8S2
Source: the OMol25 dataset
Level of theory: ωB97M-V with the def2-TZVPD basis set

* lowest unoccupied orbital energy: 5.113 eV
* charge: -3
* relative energy (zero: lowest compared OMol25 entry of this formula, charge and spin): 115.2 kJ/mol
* gap between HOMO and LUMO: 2.15 eV
* HOMO: 2.965 eV

The geometry in XYZ format:
```
37
C10H13KN3O8S2, DFT ωB97M-V with the def2-TZVPD basis set
K -8.346 -14.391 -16.238
S -6.988 -17.097 -17.579
O -7.837 -17.091 -16.369
O -7.471 -18.029 -18.590
O -7.018 -15.726 -18.198
O -5.609 -17.431 -17.174
S -10.036 -14.040 -19.429
O -8.898 -13.828 -20.359
O -10.012 -15.461 -19.050
O -9.861 -13.240 -18.183
O -11.349 -13.713 -20.040
C -7.605 -10.272 -13.503
C -8.064 -11.110 -14.581
N -8.426 -11.771 -15.446
H -8.057 -9.282 -13.552
H -6.532 -10.140 -13.669
H -7.796 -10.739 -12.540
N -10.808 -16.267 -12.981
C -9.960 -15.395 -12.338
C -9.807 -14.283 -13.127
C -10.734 -14.414 -14.212
C -11.289 -15.668 -14.104
H -10.960 -17.183 -12.614
H -9.531 -15.684 -11.392
H -9.136 -13.468 -12.913
H -10.939 -13.682 -14.976
H -12.008 -16.172 -14.726
N -6.025 -13.553 -18.997
C -4.822 -13.334 -19.592
C -4.526 -11.987 -19.524
C -5.586 -11.373 -18.806
C -6.497 -12.371 -18.532
H -6.528 -14.463 -18.864
H -4.242 -14.130 -20.029
H -3.663 -11.474 -19.926
H -5.739 -10.323 -18.598
H -7.457 -12.369 -18.046
```

Formula: C10H13N2S
Source: the OMol25 dataset
Level of theory: ωB97M-V with the def2-TZVPD basis set

* lowest unoccupied orbital energy: -4.420 eV
* SMILES: CS[C@@H]1N=c2ccccc2=C[N@H+]1C
* charge: +1
* relative energy (zero: lowest compared OMol25 entry of this formula, charge and spin): 306.2 kJ/mol
* gap between HOMO and LUMO: 7.73 eV
* HOMO: -12.149 eV

The geometry in XYZ format:
```
26
C10H13N2S, DFT ωB97M-V with the def2-TZVPD basis set
C -0.156 3.487 -0.803
C 1.329 3.248 -0.702
C -1.067 2.528 -0.629
C 1.777 1.973 -0.722
C -1.540 0.164 -0.353
C -0.671 1.171 -0.430
C 0.811 0.934 -0.472
C 0.134 -1.363 0.492
C -1.249 -2.014 -1.406
C 1.343 -2.388 2.797
N 1.229 -0.236 -0.187
N -1.165 -1.266 -0.190
S 0.029 -1.180 2.240
H -0.347 4.587 -0.926
H 1.984 4.076 -0.800
H -2.157 2.822 -0.660
H 2.866 1.624 -0.761
H -2.721 0.238 -0.415
H 0.493 -2.450 0.166
H -0.372 -1.780 -2.205
H -1.052 -3.050 -1.134
H -2.278 -1.844 -1.969
H 0.981 -3.446 3.022
H 1.735 -1.947 3.626
H 2.073 -2.287 2.027
H -2.009 -1.601 0.394
```

Formula: C10H13N3O
Source: the OMol25 dataset
Level of theory: ωB97M-V with the def2-TZVPD basis set

* lowest unoccupied orbital energy: -10.350 eV
* charge: +2
* relative energy (zero: lowest compared OMol25 entry of this formula, charge and spin): 0.0 kJ/mol
* gap between HOMO and LUMO: 7.60 eV
* HOMO: -17.950 eV

The geometry in XYZ format:
```
27
C10H13N3O, DFT ωB97M-V with the def2-TZVPD basis set
C 3.002 1.728 -0.013
C 2.021 2.705 0.055
C 2.597 0.406 -0.081
C 0.703 2.306 0.025
C 1.168 -1.493 -0.025
C 1.251 -0.006 -0.047
C -1.499 -0.550 -0.402
C -0.957 -1.670 0.586
C -1.152 -0.883 -1.849
C -1.822 -2.083 1.660
N -1.120 0.932 -0.191
N 0.292 1.022 -0.030
N 0.228 -2.280 0.407
O -1.762 1.526 0.866
H 4.052 1.977 -0.008
H 2.254 3.758 0.101
H 3.363 -0.353 -0.140
H -0.088 3.045 0.042
H 2.101 -1.986 -0.286
H -2.590 -0.545 -0.295
H -0.080 -0.950 -2.029
H -1.595 -1.836 -2.125
H -1.560 -0.122 -2.510
H -2.554 -2.808 1.263
H -1.283 -2.603 2.454
H -2.441 -1.268 2.042
H -2.530 2.030 0.531
```

| no. | energy (a.u.) |
| --- | --- |
| 1 | -8787.77638 |
| 2 | -23890.11160 |
| 3 | -1539.31129 |
| 4 | -2665.65394 |
| 5 | -698.04970 |
| 6 | -2551.26770 |
| 7 | -896.16272 |
| 8 | -627.57012 |